<one>
Formula: C3H8N2
Source: the OMol25 dataset
Level of theory: ωB97M-V/def2-TZVPD

CARTESIAN COORDINATES (ANGSTROEM)
H -1.50674 -0.97317 -1.83825
N -1.82696 -1.59029 -1.09539
C -1.81535 -0.94980 0.02817
N -2.86751 -0.86286 0.88563
H -0.78185 -0.79317 0.39965
H -3.71370 -1.25423 0.48326
H -2.75647 -1.05839 1.86438
C 3.30912 1.38803 0.62700
C 3.24467 1.96473 -0.57156
H 2.63717 0.57071 0.87440
H 3.97897 1.67813 1.42708
H 2.46178 1.92645 -1.31900
H 3.90698 2.80687 -0.73365

## Properties
Orbital gap = 9.38 eV
HOMO = -8.4671 eV
E_LUMO = 0.917 eV
SMILES string = [H]/N=C/N.C=C
Spin multiplicity = 1

=====

<two>
Formula: C3H8N2
Source: the OMol25 dataset
Level of theory: ωB97M-V/def2-TZVPD

CARTESIAN COORDINATES (ANGSTROEM)
H 0.27935 1.70698 1.12782
N 0.71484 1.02801 0.50906
C 1.42264 1.65885 -0.34874
N 1.73847 1.17213 -1.58073
H 2.05463 2.45953 0.05565
H 1.84881 0.18124 -1.75333
H 2.56413 1.61462 -1.96615
C -1.67285 -1.52730 1.30614
C -1.76317 -1.72996 0.00471
H -1.93970 -2.35616 1.95360
H -1.42902 -0.55844 1.71748
H -1.98747 -2.73473 -0.32620
H -1.83066 -0.91477 -0.69930

## Properties
Orbital gap = 10.15 eV
HOMO = -9.1911 eV
E_LUMO = 0.959 eV
SMILES string = [H]/N=C/N.C=C
Spin multiplicity = 1

=====

<three>
Formula: C3H8N2
Source: the OMol25 dataset
Level of theory: ωB97M-V/def2-TZVPD

CARTESIAN COORDINATES (ANGSTROEM)
C 1.33587 0.60810 -0.30644
C 1.13278 -0.82374 0.35406
C -1.69998 -0.47292 -0.06175
N 0.07000 1.24437 -0.37885
N -0.65493 0.23130 0.61142
H 2.25344 1.01550 0.14592
H 1.50215 0.54422 -1.38198
H 1.04128 -1.70315 -0.19358
H 1.10283 -0.81019 1.46115
H -1.52111 -0.88883 -1.03328
H -1.90670 -1.21581 0.72583
H -2.57311 0.17345 -0.04539
H -0.08253 2.09771 0.10290

## Properties
Orbital gap (alpha / beta) = 8.90 / 8.90 eV
HOMO (alpha / beta) = -8.4626 / -8.4634 eV
E_LUMO (alpha / beta) = 0.439 / 0.439 eV
Spin multiplicity = 1

=====

Q: Which of them is the most stable? A: <two>.